(1)
14
Properties=species:S:1:pos:R:3 method="wB97M-V/def2-TZVPD" gap_ev=9.37 energy_ev=-29664.7950 smiles="CC(=O)[C@](C)(S)Cl" lumo_energy_ev=0.6 max_force_ev_per_a=5.1 de_lowest_kcal_mol=40.67 homo_energy_ev=-8.750
C 1.123 0.344 -0.045
C 1.402 -0.109 -1.419
C -0.850 0.193 1.839
C -0.686 0.078 0.343
O 1.785 0.453 0.929
S -1.284 -1.442 -0.479
Cl -1.330 1.392 -0.743
H 2.404 -0.175 -1.564
H 1.112 0.585 -2.213
H 0.964 -1.046 -1.573
H -1.787 -0.081 2.041
H -0.257 -0.619 2.231
H -0.489 1.259 2.000
H -2.106 -0.831 -1.346

---

(2)
13
Properties=species:S:1:pos:R:3 method="wB97M-V/def2-TZVPD" gap_ev=8.63 energy_ev=-27615.3908 lumo_energy_ev=0.4 max_force_ev_per_a=6.3 de_lowest_kcal_mol=76.54 homo_energy_ev=-8.227
C -1.483 -1.127 -0.013
C -0.530 -0.738 -1.215
C 0.878 -0.573 0.930
C 0.135 0.611 1.234
H -1.311 -2.201 0.690
H -2.569 -1.359 -0.503
H -1.303 -0.159 0.647
H -0.644 0.341 -1.505
H -0.776 -1.377 -2.180
H 1.220 -0.990 1.807
H -0.070 0.970 2.222
S 1.029 -1.186 -0.717
Cl -0.295 2.042 0.275

---

(3)
14
Properties=species:S:1:pos:R:3 method="wB97M-V/def2-TZVPD" gap_ev=8.51 energy_ev=-38454.1010 smiles="CSC(=S)CCCl" lumo_energy_ev=-0.3 max_force_ev_per_a=2.5 de_lowest_kcal_mol=3.09 homo_energy_ev=-8.789
C 2.588 -1.027 -0.211
C -0.078 -0.553 0.368
C -1.258 0.394 0.734
C -1.722 1.204 -0.497
H 3.511 -0.547 -0.621
H 2.234 -1.659 -1.059
H 2.850 -1.600 0.658
H -2.075 -0.214 1.121
H -0.853 1.091 1.452
H -1.986 0.571 -1.323
H -1.043 2.027 -0.786
S 1.394 0.290 -0.017
S -0.404 -2.142 0.204
Cl -3.158 2.165 -0.021